Entry 1:
Here is a molecular structure, C3H8BaFO3RbS from the Open Molecules 2025 dataset. Energies are from ωB97M-V with the def2-TZVPD basis set.

XYZ file:
```
18
C3H8BaFO3RbS, DFT ωB97M-V with the def2-TZVPD basis set
Rb 0.51 -16.49 9.50
Ba -0.02 -11.88 11.73
F 0.00 -14.59 11.53
O -2.21 -12.29 13.02
S -2.99 -13.05 13.93
O -3.09 -12.70 15.39
O -4.54 -13.34 13.30
C -4.77 -12.89 11.95
C -5.31 -14.15 11.25
C -2.55 -14.82 13.72
H -3.88 -12.64 11.37
H -5.48 -12.08 12.09
H -4.65 -15.00 11.44
H -5.51 -14.04 10.19
H -6.29 -14.40 11.66
H -2.45 -15.06 12.66
H -3.35 -15.41 14.17
H -1.58 -15.05 14.18
```

Properties
Lowest unoccupied orbital energy = -7.5 eV
Total charge = +2
Frontier orbital gap = 9.260 eV
2S+1 = 1

Mulliken population analysis, charges in e, atoms 1 to 6: number 1, Rb, carries 1.000; number 2, Ba, carries 1.841; number 3, F, carries -0.909; number 4, O, carries -0.530; number 5, S, carries 0.988; number 6, O, carries -0.516



Entry 2:
Here is C4H8N2O in the gas phase from the Open Molecules 2025 dataset. Energies are from ωB97M-V with the def2-TZVPD basis set.

XYZ file:
```
15
C4H8N2O, DFT ωB97M-V with the def2-TZVPD basis set
H 0.30 -0.24 -2.18
N -0.10 0.25 -1.37
C 0.30 -0.18 -0.23
C 0.17 0.52 1.01
C -0.97 1.25 1.15
N -1.61 1.88 0.15
C 1.17 -1.47 -0.04
O 1.61 -2.06 -1.23
H 0.73 0.20 1.87
H -1.31 1.50 2.15
H -1.25 1.66 -0.78
H -2.52 2.29 0.26
H 0.55 -2.18 0.55
H 2.07 -1.25 0.53
H 0.86 -2.17 -1.83
```

Properties
Lowest unoccupied orbital energy = 0.9 eV
Total charge = 0
Frontier orbital gap = 9.068 eV
SMILES string = [H]/N=C(/C=C\N)CO
2S+1 = 1

Mulliken population analysis, charges in e, atoms 1 to 6: number 1, H, carries 0.209; number 2, N, carries -0.802; number 3, C, carries 1.038; number 4, C, carries -0.841; number 5, C, carries -0.233; number 6, N, carries -0.340



Entry 3:
Here is a molecular structure, C14H34AlAsO4Si2 from the Open Molecules 2025 dataset. Energies are from ωB97M-V with the def2-TZVPD basis set.

XYZ file:
```
56
C14H34AlAsO4Si2, DFT ωB97M-V with the def2-TZVPD basis set
Al -0.58 -0.09 0.31
C 0.56 -1.10 2.76
C 0.50 0.38 3.06
O -0.33 0.99 2.05
C -0.01 2.36 1.71
C 1.09 2.34 0.67
O 0.73 1.24 -0.22
C 1.78 0.84 -1.14
C 1.20 -0.27 -1.98
O 0.30 -1.05 -1.14
C 0.67 -2.39 -0.70
C 1.31 -2.30 0.68
O 0.65 -1.18 1.31
H -0.34 -1.63 3.07
H 1.44 -1.56 3.20
H 1.49 0.83 3.03
H 0.05 0.56 4.04
H 0.26 2.92 2.60
H -0.93 2.78 1.30
H 2.07 2.11 1.09
H 1.14 3.26 0.11
H 2.64 0.53 -0.55
H 2.06 1.69 -1.76
H 1.97 -0.92 -2.39
H 0.59 0.12 -2.79
H 1.31 -2.85 -1.45
H -0.28 -2.92 -0.64
H 2.38 -2.09 0.65
H 1.12 -3.21 1.24
C -3.57 2.53 1.50
Si -4.29 1.06 0.59
C -5.79 0.43 1.48
C -4.63 1.55 -1.18
As -2.77 -0.80 0.72
Si -3.44 -2.12 -1.17
C -5.30 -2.24 -1.06
C -2.87 -1.37 -2.79
C -2.73 -3.85 -0.98
H -4.39 3.18 1.80
H -2.91 3.12 0.86
H -3.04 2.24 2.42
H -6.59 1.16 1.41
H -5.58 0.27 2.54
H -6.16 -0.51 1.07
H -5.33 2.39 -1.18
H -5.09 0.76 -1.77
H -3.72 1.88 -1.69
H -5.81 -1.29 -1.17
H -5.60 -2.69 -0.11
H -5.65 -2.90 -1.86
H -3.31 -0.39 -2.96
H -3.16 -2.02 -3.62
H -1.78 -1.27 -2.81
H -2.64 -4.16 0.07
H -1.77 -3.99 -1.48
H -3.41 -4.55 -1.46
```

Properties
Lowest unoccupied orbital energy = -5.5 eV
Total charge = +2
Frontier orbital gap = 8.327 eV
2S+1 = 1

Mulliken population analysis, charges in e, atoms 1 to 6: number 1, Al, carries 0.112; number 2, C, carries -0.721; number 3, C, carries -0.464; number 4, O, carries -0.089; number 5, C, carries -0.306; number 6, C, carries -0.516